The following is a DFT calculation (wB97M-V/def2-TZVPD) of the molecule C6H9N.

Frontier orbital gap (Ha): 0.3711
SMILES string: CC#CCN1CC1
E (eV): -7854.6291
Strongest force on any atom (eV/Å): 0.68
Energy above the lowest of the compared OMol25 structures with the same formula, charge and spin (kJ/mol): 340.64
E_LUMO (eV): 1.021
E_HOMO (eV): -9.1

Structure (XYZ):
```
16
Properties=species:S:1:pos:R:3:forces:R:3
N -1.447503 -0.791416 0.458690 0.019 -0.135 0.003
C -2.476125 0.120674 -0.005561 -0.294 0.052 -0.109
C -0.520945 -1.243730 -0.576761 0.020 -0.060 -0.161
C 0.868026 -1.046055 -0.160643 0.435 0.519 -0.065
C -1.348115 0.610986 0.821987 0.088 0.169 0.112
C 1.885452 -0.427913 0.018365 -0.500 -0.218 -0.120
C 2.919368 0.597136 0.060096 0.131 0.083 0.023
H -0.769049 -2.268959 -0.860255 0.054 0.048 0.142
H -3.466859 -0.026751 0.414795 0.125 0.077 -0.046
H -2.451735 0.396717 -1.061481 -0.076 -0.074 0.188
H 2.580405 1.399471 0.724737 0.207 -0.092 -0.056
H -1.487271 0.823894 1.879322 0.005 -0.036 -0.190
H -0.588519 1.221305 0.330345 -0.151 -0.176 0.043
H 3.895663 0.244343 0.391570 -0.057 -0.010 0.016
H -0.608020 -0.623209 -1.486426 -0.145 -0.143 0.041
H 3.015230 1.013509 -0.948785 0.140 -0.003 0.178
```
Positions in Å, forces in eV/Å.